A molecular structure, C63H126Cl36N3O3Y in a non-equilibrium geometry, computed with wB97M-V/def2-TZVPD.

The geometry in XYZ format:
```
232
Properties=species:S:1:pos:R:3:forces:R:3
Y 17.6343 19.5065 15.4789 -0.4 -0.4 -0.9
C 14.3351 19.8941 18.7240 1.6 2.4 0.1
C 15.8192 19.4904 18.5122 -2.0 -1.7 0.0
C 16.2161 18.4273 19.5238 1.1 -0.3 -1.5
C 15.4252 17.1581 19.2877 0.6 -0.9 0.6
C 15.8312 16.6436 17.9255 -1.0 -0.2 -1.5
C 15.3428 17.6400 16.7950 -0.6 -0.8 1.6
N 15.9713 18.9212 17.1459 0.6 0.2 -0.4
O 15.6546 19.9207 16.1956 -0.2 -0.5 0.3
C 13.7717 17.6271 16.6834 1.4 1.0 -0.1
C 15.8660 17.1382 15.4573 -0.2 -0.1 0.1
C 16.6537 20.6981 18.6088 -0.7 1.1 0.2
H 14.0864 20.4563 17.8078 -0.4 -0.3 0.3
H 14.4090 20.6438 19.5523 -0.6 -0.6 -0.4
H 13.6359 19.1297 18.9601 -0.4 -0.4 0.1
H 16.1627 18.7546 20.5321 -0.3 0.7 1.0
H 17.2966 18.2681 19.2944 -0.5 -0.3 0.4
H 14.3673 17.3811 19.3191 -0.3 -0.2 0.3
H 15.6794 16.4007 20.0604 -0.4 0.4 -0.4
H 15.4452 15.6160 17.6034 0.5 1.1 0.8
H 16.9193 16.6654 17.9647 0.1 -0.5 -0.5
H 13.2470 17.8166 17.6345 0.1 -0.2 -0.8
H 13.4820 16.7200 16.1796 -0.2 -0.6 0.2
H 13.5925 18.3995 15.9356 -0.4 0.2 0.4
H 16.9557 16.9967 15.5503 -0.1 -0.2 -0.2
H 15.6709 17.8204 14.5744 -0.2 -1.1 0.9
H 15.3935 16.1168 15.4437 0.7 0.9 -1.0
H 17.7086 20.5529 18.4698 0.6 -0.2 -0.6
H 16.5274 21.0799 19.6040 0.0 0.2 0.6
H 16.1790 21.4461 17.9653 0.7 0.1 -0.2
C 16.1029 21.4716 14.0465 -1.9 0.4 1.0
C 17.1401 21.4417 12.9626 0.9 -0.7 1.5
C 17.9742 22.7005 13.2373 1.1 -0.6 -1.4
C 19.2581 22.7196 12.3595 0.0 0.2 0.9
C 20.0708 21.4937 12.7600 0.1 0.8 1.2
C 19.3674 20.1794 12.6032 -0.9 -0.3 -0.8
N 18.0435 20.2622 13.3160 -0.2 -0.3 -1.1
O 17.3462 18.9840 13.2346 0.7 1.2 1.1
C 20.2180 19.1468 13.3016 -0.4 -1.3 -0.2
C 19.2852 19.7580 11.1202 0.8 -0.1 -0.4
C 16.5146 21.4152 11.6179 -0.6 -2.1 -1.6
H 16.6023 21.6780 15.0215 -0.3 -0.2 -0.3
H 15.3492 20.6197 14.1892 1.3 1.1 -0.6
H 15.5052 22.4136 13.9551 0.4 -0.9 -0.1
H 18.2285 22.7772 14.2971 0.2 -0.2 -0.1
H 17.3446 23.5256 13.0262 -0.6 1.1 -0.3
H 19.8117 23.6544 12.5202 0.0 -0.3 0.3
H 19.0933 22.7381 11.2873 -0.5 -0.2 -0.2
H 20.3295 21.5485 13.8406 -0.2 0.3 -0.6
H 21.0128 21.4094 12.2544 0.6 0.2 -0.5
H 20.1727 19.2931 14.3686 0.5 0.3 0.5
H 21.2533 19.2226 12.9174 -0.5 -0.3 0.4
H 19.7887 18.1249 13.1546 0.6 0.6 -0.3
H 19.1155 20.5410 10.3702 -0.8 0.0 0.5
H 18.6679 18.8710 10.9820 -0.4 0.3 -0.1
H 20.2864 19.4384 10.7986 0.1 -0.1 0.4
H 15.6165 22.0132 11.5400 -0.3 0.2 0.3
H 16.2170 20.3390 11.3295 0.4 1.5 0.6
H 17.1728 21.7749 10.8440 0.4 0.0 -0.3
C 19.0127 22.7809 17.3640 -0.7 -0.3 0.4
C 20.3321 21.9936 17.5259 0.1 -0.8 0.2
C 20.9101 22.2321 18.9059 -0.4 2.4 0.7
C 21.9677 21.2887 19.4074 0.8 0.6 1.6
C 21.3916 19.9167 19.3697 -0.6 -1.2 -1.5
C 21.0154 19.5361 17.8923 0.2 0.0 1.5
N 20.0351 20.5192 17.5340 -1.8 1.2 -1.8
O 19.4680 20.1640 16.2421 0.4 0.2 1.1
C 20.2244 18.2543 18.1365 1.3 -0.7 -1.3
C 22.2577 19.3293 17.0039 -1.1 -1.4 -1.3
C 21.2493 22.3500 16.3915 0.5 1.4 -1.3
H 18.5602 22.5270 16.3801 0.1 0.1 0.7
H 19.1638 23.8706 17.3708 0.3 -0.4 0.0
H 18.2746 22.5732 18.2037 0.9 0.1 -1.1
H 20.0447 22.1314 19.5770 0.2 0.0 0.1
H 21.2171 23.3230 19.0181 -0.2 -1.2 -0.3
H 22.2116 21.5718 20.4611 -0.3 -0.1 -0.6
H 22.9576 21.3771 18.9226 -0.6 -0.2 -0.3
H 20.3899 19.7897 19.8540 1.0 0.6 0.3
H 22.0311 19.0895 19.6697 0.3 0.3 0.6
H 20.0156 17.6576 17.2336 0.2 0.3 0.4
H 19.3121 18.4853 18.6195 -1.1 0.3 0.4
H 20.8475 17.7197 18.8468 -0.2 -0.8 -0.1
H 23.0251 20.0725 17.1566 0.3 0.0 0.1
H 21.9289 19.3662 15.9243 0.3 0.1 1.0
H 22.6331 18.2639 17.1153 -0.1 1.4 0.2
H 22.3170 22.2766 16.5504 0.3 -0.5 0.5
H 21.1721 23.4001 16.0130 -0.4 -0.6 0.5
H 20.9845 21.7198 15.5548 0.1 -0.2 -0.2
Cl 19.4112 10.4978 16.8866 0.3 -0.2 -0.1
C 20.4843 9.7827 15.6129 -1.1 0.2 0.8
C 19.9857 10.2306 14.2803 1.2 -1.6 -1.3
Cl 18.4853 9.3929 13.7477 0.4 0.1 0.2
H 20.4901 8.7289 15.7554 -0.4 -0.9 -0.1
H 21.4756 10.0679 15.8767 0.8 0.8 -0.2
H 20.7722 10.0555 13.5008 -0.8 0.0 0.6
H 19.7666 11.2498 14.2972 -0.4 1.7 0.0
Cl 20.3319 17.4137 22.5397 0.7 -0.1 0.1
C 18.6883 17.8902 22.1378 -0.6 0.6 -1.0
C 17.7846 16.6684 22.1973 -1.3 0.4 -0.4
Cl 18.0224 15.5609 20.8197 0.7 -0.3 -0.2
H 18.7004 18.3022 21.1128 0.1 -0.2 0.4
H 18.4314 18.7272 22.8089 -0.2 -0.7 0.0
H 16.6769 16.8392 22.0952 1.2 0.4 0.7
H 18.0358 16.1228 23.0860 -0.2 -0.4 0.4
Cl 14.1345 25.6863 19.1632 -0.5 0.6 -0.1
C 15.7929 25.2166 19.5800 0.0 -2.1 0.5
C 16.8004 26.2744 19.1500 0.3 -0.3 0.3
Cl 18.5050 25.6436 19.3271 -0.8 0.1 -0.2
H 15.8531 24.1604 19.1148 0.6 1.9 0.6
H 15.7677 25.0862 20.6847 0.3 0.1 -0.8
H 16.7951 27.1125 19.8461 -0.3 0.0 -0.2
H 16.6168 26.6176 18.1306 0.3 -0.2 0.1
Cl 15.1955 26.1758 14.4722 0.3 0.2 0.0
C 14.0149 24.8668 14.4844 -1.3 0.8 0.2
C 13.6301 24.4229 15.8637 2.2 -0.5 -0.3
Cl 14.9093 23.3154 16.5623 -0.7 0.4 -0.1
H 14.3779 24.0478 13.9061 0.3 -0.5 -0.4
H 13.0751 25.2248 14.0172 0.6 0.0 0.0
H 12.7413 23.9075 15.7580 -1.7 -1.6 0.0
H 13.4789 25.1679 16.5889 0.1 1.2 0.6
Cl 17.8028 15.5071 10.3814 0.2 0.1 -0.9
C 17.8803 15.9260 12.0822 -1.1 -0.4 0.9
C 19.0973 15.4118 12.7683 -0.5 -0.4 1.7
Cl 19.2685 13.6267 12.6447 0.0 0.1 0.1
H 16.9958 15.4043 12.5008 0.4 0.7 0.1
H 17.8202 17.0142 12.2328 -0.2 -0.3 -0.1
H 19.0343 15.6377 13.8626 -0.1 -0.2 -1.0
H 19.9891 15.8488 12.4254 1.2 0.4 -0.7
Cl 15.2486 22.0748 21.6526 0.1 -0.3 0.2
C 16.6967 21.9200 22.7021 1.6 1.7 -0.8
C 17.9341 21.4689 21.8560 -2.2 -1.3 0.6
Cl 19.4440 21.6058 22.7085 0.5 0.2 0.5
H 16.5437 21.2272 23.5169 -0.4 0.1 0.1
H 16.8629 22.9651 23.0075 0.0 -0.6 0.4
H 18.0001 21.9480 20.8962 0.0 0.3 -0.2
H 17.7212 20.3969 21.7484 0.4 0.2 -0.6
Cl 11.7184 13.7768 12.0340 -0.2 0.2 -0.3
C 12.3943 15.4595 11.8198 -0.3 -1.2 -1.0
C 12.2285 16.1033 13.1570 1.8 1.4 -2.1
Cl 13.3004 17.5978 13.0090 -0.5 -0.3 0.4
H 11.7950 15.9448 11.0603 -0.2 0.0 -0.1
H 13.3919 15.3248 11.3758 -0.2 0.2 0.8
H 12.6453 15.4603 13.8733 0.2 -0.5 1.5
H 11.2253 16.4360 13.2350 -0.8 0.1 0.8
Cl 16.4623 14.3461 28.0436 0.1 0.2 0.5
C 16.1730 14.0058 26.3201 -1.0 -0.1 0.6
C 15.9445 15.2880 25.5410 0.6 1.4 -0.9
Cl 14.5193 16.2265 26.0954 -0.4 -0.3 -0.1
H 15.3427 13.2411 26.3659 0.8 1.1 -0.7
H 17.0879 13.5692 25.9889 0.5 -0.5 -0.5
H 15.8363 15.1206 24.4323 0.0 -0.1 1.2
H 16.7574 16.0849 25.6678 -0.7 -1.7 0.0
Cl 18.8112 15.4936 16.4195 -1.3 1.0 0.5
C 20.2259 14.4976 16.4235 -1.0 -1.9 -1.8
C 21.5011 15.2264 16.4305 0.1 0.6 0.4
Cl 21.8325 16.2731 15.0699 -0.1 0.3 -0.9
H 19.9587 13.8625 15.5395 1.3 0.4 0.4
H 20.1842 13.8145 17.2511 -0.1 -0.1 0.7
H 22.2774 14.5103 16.4763 1.0 -0.7 0.1
H 21.5368 15.8751 17.2920 0.1 0.0 0.4
Cl 10.3173 23.4092 21.1170 0.3 0.2 0.5
C 11.9445 22.9656 20.5581 0.0 -0.9 -0.9
C 11.9117 22.9092 19.0328 1.0 -1.0 0.4
Cl 10.7618 21.6437 18.5730 -0.3 -0.5 -0.6
H 12.2411 21.9851 20.9791 -0.5 0.4 -0.3
H 12.7085 23.6425 20.8612 0.2 1.0 0.4
H 12.8882 22.6118 18.6045 -0.4 0.1 0.4
H 11.6119 23.8202 18.5576 -0.3 0.6 0.0
Cl 15.2423 10.7876 14.5473 -0.4 -0.5 0.3
C 14.1814 11.1667 13.1520 2.0 1.3 0.3
C 14.7920 12.4110 12.5177 0.6 -0.9 -0.6
Cl 14.9408 13.7914 13.5881 -0.1 0.5 0.4
H 13.1932 11.4145 13.4379 -1.0 -0.2 0.6
H 14.2544 10.3315 12.4888 -0.2 -0.4 -0.5
H 14.1596 12.6973 11.7143 -0.5 0.4 -0.8
H 15.7986 12.2380 12.1297 -0.2 -0.2 0.1
Cl 12.2447 21.3792 13.2003 -0.2 -1.0 0.7
C 11.7168 20.2681 14.6037 0.6 1.9 0.1
C 10.6018 19.3806 14.2232 -1.2 1.4 -0.5
Cl 10.2361 18.2563 15.5074 -0.4 -0.3 0.8
H 11.3610 21.0231 15.3098 0.1 -0.4 0.2
H 12.5543 19.7489 15.0362 0.5 0.0 -0.3
H 10.7513 18.7873 13.3845 0.9 -0.9 -1.6
H 9.7659 20.0340 13.9331 -0.2 -0.4 0.6
Cl 18.0200 12.7138 18.8774 0.3 -0.1 0.3
C 16.2519 12.5782 18.7465 -0.6 -0.5 1.2
C 15.8121 11.1511 18.5399 -0.2 0.5 -0.5
Cl 15.8199 10.1268 19.9691 0.7 -0.2 0.3
H 16.0399 13.1229 17.8490 -0.6 0.6 -0.2
H 15.7920 12.9335 19.6824 0.3 0.5 -0.5
H 16.3919 10.8642 17.6921 0.7 -1.4 -0.2
H 14.7961 11.0354 18.2241 -0.7 0.7 -0.4
Cl 15.8750 12.8435 22.9678 -0.9 -0.5 -0.1
C 14.0602 12.5830 22.6370 1.8 0.3 -0.5
C 13.3422 13.7578 23.2114 -0.5 0.0 -1.4
Cl 13.7037 15.2155 22.2787 0.6 1.0 -0.4
H 13.7594 11.6334 23.0319 0.0 -0.4 0.6
H 14.0388 12.5120 21.5509 -0.3 0.2 0.2
H 13.6585 13.9759 24.2052 -0.3 -0.1 0.9
H 12.2795 13.7111 22.9957 -0.2 -0.6 0.8
Cl 13.1098 13.7673 16.3966 -0.3 0.4 1.0
C 12.0917 14.6420 17.6652 -0.5 0.0 -1.2
C 12.7108 14.7429 19.0499 -0.8 -0.9 -0.5
Cl 12.2804 13.1660 19.8673 0.0 0.4 0.0
H 11.1154 14.1239 17.6544 0.7 0.1 0.3
H 11.8903 15.6019 17.1828 0.3 0.1 0.4
H 12.2307 15.5692 19.6109 0.6 -0.6 -0.2
H 13.7997 14.7398 19.0255 -0.2 0.5 0.1
Cl 19.3817 13.6630 23.7905 -0.1 0.2 0.0
C 20.1287 12.7717 22.4518 -0.4 -1.5 0.3
C 19.2675 11.5675 21.9952 1.0 0.5 0.1
Cl 19.1423 10.3541 23.3015 -0.1 0.0 0.0
H 21.1288 12.4953 22.7613 0.0 -0.5 0.4
H 20.2952 13.4071 21.6311 -0.3 1.2 -1.1
H 19.8322 11.0599 21.1707 -0.9 0.5 0.5
H 18.2451 11.9008 21.7431 0.7 -0.4 -0.2
Cl 12.3202 20.4065 24.7768 0.6 -0.3 -1.1
C 12.7466 20.0216 23.0419 -1.0 -1.3 0.2
C 13.5083 18.7420 22.7745 1.3 0.8 1.1
Cl 15.2559 18.8778 23.3368 -0.4 -0.1 -0.1
H 13.1842 20.8593 22.5239 0.0 0.3 0.3
H 11.8080 19.7123 22.5785 -0.4 0.7 0.0
H 13.5697 18.6510 21.6832 -0.2 -0.5 0.4
H 13.1228 17.8999 23.3566 0.0 0.0 -0.6
Cl 8.9031 15.4881 19.1764 0.2 -0.9 -1.1
C 8.8119 16.5382 20.5513 -0.7 0.3 0.4
C 9.4373 17.8688 20.3000 0.5 1.3 -0.4
Cl 11.2466 17.9062 20.0460 -0.5 -0.3 0.3
H 9.2668 16.0038 21.3942 -0.3 0.4 -0.1
H 7.7218 16.7436 20.6876 0.9 -0.2 0.4
H 9.2642 18.4678 21.1995 0.0 0.2 -0.4
H 9.0901 18.3845 19.3764 -0.2 -0.5 0.9
```
Forces are in eV/Å.

For the frontier orbital gap, the calculation gives 7.7 eV. As for the LUMO energy: 0.09 eV. The HOMO energy is -7.6 eV. The total energy comes out at -19471.3249 a.u.

These are the Mulliken partial charges, in e, on atoms 1 to 6: -0.113, 0.032, 1.221, 1.178, -0.557, 0.390